17
Properties=species:S:1:pos:R:3:forces:R:3 method="wB97M-V/def2-TZVPD" e_lumo_ev=0.3 multiplicity=1 de_lowest_kcal_mol=106.2 gap_ev=8.296 homo_ev=-8.0
C 1.868 -0.458 -0.542 -0.075 0.009 0.133
C 1.350 0.592 0.364 0.394 0.200 -0.696
C 0.278 1.430 -0.306 0.094 0.149 -0.014
C -1.068 0.742 -0.050 0.192 0.290 0.222
O -1.306 -0.378 -0.920 0.045 -0.021 -0.010
C -1.222 -1.309 0.178 0.009 -0.287 0.233
C -0.915 -0.183 1.174 -0.389 -0.101 -0.027
H 2.475 -1.227 -0.053 -0.108 0.165 -0.061
H 2.560 0.163 -1.151 -0.081 -0.063 0.146
H 1.163 -0.898 -1.266 0.006 0.139 0.041
H 0.121 -0.083 1.534 -0.126 -0.501 0.291
H 0.271 2.421 0.168 -0.125 -0.092 -0.163
H 0.422 1.545 -1.388 -0.039 -0.019 0.019
H -1.916 1.443 -0.071 0.281 -0.134 -0.002
H -0.431 -2.053 0.018 -0.093 0.112 0.034
H -2.171 -1.835 0.343 0.146 0.140 -0.049
H -1.577 -0.070 2.028 -0.131 0.014 -0.097